1.
Computed, not measured: an isolated ion of composition C4H7N6 and charge +1, with ωB97M-V/def2-TZVPD.

Computed properties:
SMILES: C(=N\[C@H]1C[NH2+]1)/n1cnnn1
highest occupied orbital energy: -14.31 eV
2S+1: 1
charge: +1

The geometry in XYZ format:
```
17
Properties=species:S:1:pos:R:3:forces:R:3
N -0.5517 0.1136 -2.9154 -0.964 -1.686 0.110
N 0.9869 -1.4823 3.7719 -0.444 -0.011 -0.253
N 0.2125 -0.6803 1.9208 0.677 1.563 3.986
N -0.2975 0.1537 -0.1418 0.784 -3.307 3.609
N 0.4972 -0.2588 4.0345 0.188 2.381 1.259
N 0.7829 -1.7480 2.5795 0.035 -1.417 -2.072
C 0.1111 0.3402 2.9689 -0.650 -2.184 -1.127
C 0.5001 0.9269 -2.3403 0.692 -1.270 0.413
C -0.4713 0.6828 -1.2892 -0.077 2.370 -1.219
C -0.0990 -0.8607 0.6305 -0.332 3.273 -1.971
H 1.4175 0.3695 -2.3538 0.518 0.152 0.344
H -0.1328 -1.8819 0.4098 -0.118 -1.533 -0.935
H 0.5539 1.9107 -2.7086 0.179 0.957 -0.647
H -1.3080 0.6697 -3.3100 -0.019 -1.200 -0.454
H -0.4303 1.2856 2.9548 0.406 -0.334 -0.428
H -1.2596 1.3988 -1.3503 -0.687 0.360 0.234
H -0.5118 -0.9395 -2.8614 -0.187 1.887 -0.849
```
Forces are in eV/Å.


2.
Computed, not measured: one molecule with the formula C7H7ClS, with ωB97M-V/def2-TZVPD.

Computed properties:
highest occupied orbital energy (spin up / spin down): -7.79 / -7.76 eV
2S+1: 1

The geometry in XYZ format:
```
16
Properties=species:S:1:pos:R:3:forces:R:3
Cl -3.5015 -1.6129 -0.1324 -0.312 0.025 -0.175
S -1.8807 -0.0182 0.5597 0.472 0.537 -0.331
C -0.1174 0.5372 -0.0900 -2.069 0.750 0.464
C -1.5557 2.3615 -0.3761 -0.023 1.957 -0.692
C 0.8361 -0.2561 0.2708 0.456 -1.039 0.003
C -0.3104 1.8512 -0.5776 1.954 1.813 -0.732
C 1.5834 -1.2317 0.6991 0.622 -0.128 0.966
C -2.4851 1.5076 0.1810 -2.899 -1.361 1.214
C 2.4373 -2.1829 -0.0495 2.117 0.574 -2.105
H 2.1755 -2.3043 -1.0974 -0.207 0.675 -0.302
H 2.4812 -3.2240 0.2021 -0.217 -0.344 1.313
H -1.9066 3.3972 -0.6223 0.775 -1.074 0.053
H 3.5336 -1.7899 -0.0585 -1.786 -0.666 0.175
H -3.6298 1.7853 0.3689 2.885 -0.870 -0.392
H 1.8122 -1.2939 1.7640 -0.421 0.389 0.106
H 0.5278 2.4739 -1.0418 -1.348 -1.237 0.435
```
Forces are in eV/Å.


3.
Computed, not measured: C45H44IN4PSeSiZn as an isolated structure, with ωB97M-V/def2-TZVPD.

Computed properties:
highest occupied orbital energy: -7.14 eV
2S+1: 1

The geometry in XYZ format:
```
98
Properties=species:S:1:pos:R:3:forces:R:3
I 0.0966 -0.9659 3.0546 0.099 -0.169 -0.114
Se -1.0899 -3.8345 0.5643 -0.055 0.105 0.103
Zn -0.5232 0.6171 0.1800 -0.057 -0.109 -0.213
P 2.2708 0.0037 0.6118 0.291 -0.007 -0.117
Si -0.5650 2.8646 0.9103 0.089 0.271 0.119
N -3.6305 -2.7869 -0.2471 0.017 -0.043 -0.083
N -3.6682 -3.4862 1.7963 0.062 0.025 0.014
N -2.7445 0.1014 0.5881 -0.092 0.028 -0.010
N -4.6961 0.2869 1.6272 -0.003 0.150 -0.088
C 2.8343 -1.4662 -0.3430 -0.001 0.034 0.049
C 2.7530 -0.0321 6.2653 -0.098 -0.017 0.073
C -6.0488 1.2632 -0.2883 -0.028 -0.005 0.005
C -2.8457 -3.3404 0.7160 -0.599 0.070 0.017
C -4.9227 -2.6086 0.2194 0.232 -0.047 -0.304
C 5.8594 0.0097 2.5737 0.071 -0.004 -0.099
C 2.4393 -2.7049 0.1651 -0.049 -0.073 -0.049
C 4.8041 -0.0421 1.6492 -0.056 -0.062 0.058
C 3.8918 3.6624 -0.4413 -0.020 -0.034 0.050
C 3.5360 -3.8392 -1.6500 0.001 0.031 0.004
C 2.7861 -3.8831 -0.4815 -0.046 0.076 0.039
C -4.9503 -3.0421 1.4912 0.214 -0.228 0.227
C -0.2798 4.0823 -0.5101 0.037 -0.007 -0.118
C -5.8920 1.6784 -1.5969 -0.005 -0.013 0.030
C -3.3915 -0.0811 1.7052 0.055 0.064 -0.120
C -3.2299 -4.0328 3.0688 -0.060 -0.010 -0.132
C -0.2367 0.4580 -6.3495 0.002 -0.065 0.039
C -2.2524 3.3914 1.6001 -0.191 -0.108 0.039
C 3.5952 -1.4323 -1.5081 0.022 -0.058 0.009
C 3.1500 -0.1587 3.4278 0.049 0.061 0.072
C -3.6836 0.6329 -0.3044 0.056 -0.051 0.201
C 1.6742 -0.2631 5.3906 0.088 0.046 0.086
C -0.1994 -0.7888 -6.9640 -0.003 0.032 0.060
C -4.6543 1.5772 -2.2553 0.023 -0.025 -0.012
C 4.2350 -0.0181 4.3587 -0.164 -0.024 -0.105
C -0.1873 -1.9393 -6.1848 0.002 0.036 0.011
C 2.9133 1.4492 -0.3290 -0.125 0.059 -0.013
C -3.1364 -2.4388 -1.5745 -0.111 -0.050 0.097
C 2.8466 2.7309 -2.3885 -0.015 -0.075 0.060
C 1.8592 -0.3464 4.0394 -0.003 0.161 -0.255
C -0.2653 0.5526 -4.9653 0.000 -0.068 -0.044
C -3.5402 1.0517 -1.6289 0.059 0.008 -0.013
C -4.9187 0.7493 0.3416 0.094 -0.003 0.132
C 4.0071 0.0541 5.7559 0.074 -0.007 -0.016
C -0.2596 -0.6027 -4.1726 -0.021 0.111 0.069
C -0.3512 -0.3721 -1.5270 0.058 0.330 -0.079
C 3.5845 2.5124 0.2779 0.010 -0.011 -0.083
C 3.5359 3.7708 -1.7778 -0.015 -0.011 -0.005
C 2.5203 1.5889 -1.6671 0.092 0.057 0.043
C -0.3087 -0.4796 -2.7395 0.088 -0.212 -0.111
C 3.9423 -2.6130 -2.1568 -0.028 0.023 0.015
C -0.2162 -1.8505 -4.8004 0.007 -0.028 0.000
C 0.7058 3.3134 2.2537 0.111 -0.102 0.107
C 3.4820 -0.0985 2.0247 -0.193 -0.018 0.135
C 5.5707 0.0507 3.9011 0.047 0.023 0.067
H -1.0897 4.0129 -1.2470 0.103 0.013 0.056
H -6.7417 2.0979 -2.1230 0.058 -0.036 0.015
H -5.7043 -2.1942 -0.3965 0.105 -0.011 0.016
H 2.4494 -4.8321 -0.0790 0.040 0.052 -0.021
H -0.2516 5.1109 -0.1293 -0.019 -0.079 -0.049
H -2.7287 -4.9839 2.9035 -0.014 -0.037 -0.019
H -2.2323 4.4449 1.9057 -0.008 -0.104 -0.018
H -0.1551 -2.9122 -6.6614 0.004 0.029 0.037
H 0.6638 3.8846 -1.0292 -0.074 0.034 0.045
H 6.3614 0.1324 4.6402 -0.057 -0.003 -0.043
H -2.5533 2.7916 2.4699 0.048 0.093 -0.104
H -3.0290 3.2799 0.8310 0.076 0.023 0.124
H -2.9507 -0.4706 2.6147 -0.088 0.067 -0.085
H -0.2916 1.5205 -4.4778 -0.011 -0.032 -0.021
H -3.9689 -2.0633 -2.1677 -0.002 -0.019 0.040
H 1.8411 -2.7542 1.0697 -0.014 0.016 -0.045
H 3.8001 -4.7554 -2.1658 -0.017 0.043 0.034
H 5.0400 -0.0146 0.5920 0.012 -0.015 0.012
H -2.5155 -3.3656 3.5498 0.014 0.062 0.003
H 0.6830 -0.4033 5.8008 0.042 0.006 -0.002
H -2.5857 0.9558 -2.1351 -0.058 0.011 0.036
H 1.9506 0.8003 -2.1420 -0.034 0.009 -0.011
H -7.0019 1.3434 0.2213 0.050 0.017 -0.022
H 4.4073 4.4797 0.0516 -0.019 -0.067 -0.027
H -0.1775 -0.8626 -8.0446 -0.001 0.001 0.036
H 0.2273 3.3908 3.2380 0.061 -0.017 -0.111
H 3.7824 4.6668 -2.3360 -0.019 -0.048 0.025
H -2.7028 -3.3202 -2.0438 -0.028 -0.038 0.005
H 1.1860 4.2736 2.0306 -0.062 -0.082 0.053
H 1.4996 2.5611 2.3356 -0.069 0.091 0.017
H -0.1997 -2.7454 -4.1897 -0.003 0.034 -0.011
H 2.5438 2.8102 -3.4272 0.026 -0.011 0.065
H -4.5744 1.9206 -3.2806 -0.004 -0.036 0.070
H -0.2450 1.3582 -6.9526 0.007 -0.019 0.032
H 4.8641 0.1787 6.4089 -0.034 0.009 -0.045
H 4.5279 -2.5700 -3.0682 -0.020 0.008 0.045
H 3.8748 2.4491 1.3186 -0.010 0.010 0.006
H -5.3662 0.2420 2.3707 -0.044 -0.033 0.075
H 3.9239 -0.4885 -1.9227 -0.006 0.004 0.012
H 2.5727 0.0386 7.3311 0.014 -0.012 -0.053
H 6.8852 0.0419 2.2244 -0.074 0.010 0.015
H -4.0993 -4.1715 3.7089 0.010 0.011 -0.028
H -5.7645 -3.1043 2.1947 0.103 0.019 -0.025
H -2.3604 -1.6795 -1.4986 0.004 -0.032 0.024
```
Forces are in eV/Å.


Going through the records in order, we get relative energy (zero: lowest compared OMol25 entry of this formula, charge and spin) values of 340.5; 301.0; 0.0 kJ/mol.
Going through the records in order, we get max |F| values of 0.0964; 0.0666; 0.0117 hartree/bohr.